Molecular formula: C15H18ClNO3
Method: DFT, the ωB97M-V functional and the def2-TZVPD basis

For the energy relative to the best compared isomer or geometry (same formula, charge and spin), the calculation gives 185.4 kJ/mol. Its frontier orbital gap is 9.624 eV. For the HOMO energy, the calculation gives -0.326 Eh. The SMILES is C[C@H]1O[C@@]2(CCCC[C@H]2Oc2cccc(Cl)c2)NC1=O.

Each line ends with the Mulliken charge.
Positions of all 38 atoms, in Å:
1 O 2.832 -1.096 -0.590  -0.660
2 Cl -1.371 -5.170 2.837  -0.217
3 O -1.276 -0.327 1.122  -0.374
4 O 0.902 1.704 -0.997  -0.482
5 C 2.074 -0.272 -1.048  0.295
6 C 1.543 -2.343 2.485  -0.734
7 C 0.914 -3.572 2.692  -0.361
8 C 0.818 -1.215 2.065  0.257
9 C -1.115 -2.560 1.949  -0.356
10 C -0.453 -3.683 2.440  -0.055
11 C -0.521 -1.322 1.708  0.170
12 N 0.765 -0.560 -0.914  -0.087
13 C -2.132 1.769 -1.715  -0.635
14 C -2.671 1.840 -0.273  -0.599
15 C -1.127 0.585 -1.833  -1.257
16 C -1.604 2.054 0.744  -1.157
17 C -0.023 0.655 -0.743  1.361
18 C 2.509 1.515 -2.748  -1.485
19 C -0.608 0.899 0.683  -0.254
20 C 2.210 1.224 -1.302  0.472
21 H 2.600 -2.310 2.641  0.420
22 H 1.423 -4.473 3.075  0.357
23 H 1.435 -0.317 1.904  0.190
24 H -2.154 -2.639 1.662  0.419
25 H 0.560 -1.413 -0.343  0.327
26 H -2.959 1.608 -2.415  0.396
27 H -1.654 2.722 -2.005  0.303
28 H -3.264 0.956 -0.032  0.289
29 H -3.311 2.738 -0.245  0.356
30 H -0.684 0.614 -2.807  0.364
31 H -1.617 -0.389 -1.721  0.285
32 H -1.101 3.019 0.527  0.318
33 H -1.991 2.139 1.771  0.459
34 H 1.888 0.974 -3.443  0.327
35 H 2.414 2.576 -2.892  0.379
36 H 3.555 1.222 -2.968  0.408
37 H 0.180 1.211 1.372  0.218
38 H 3.014 1.637 -0.643  0.344

=====

Molecular formula: C15H18ClO4S4Y
Method: DFT, the ωB97M-V functional and the def2-TZVPD basis

Its frontier orbital gap is 3.784 eV. For the HOMO energy, the calculation gives -0.194 Eh.

Each line ends with the Mulliken charge.
Positions of all 43 atoms, in Å:
1 Y -0.128 -0.318 0.644  0.874
2 C -1.642 4.442 0.883  -0.551
3 C -0.957 3.500 1.885  -0.618
4 S 0.341 2.377 1.365  0.026
5 C 1.116 3.174 -0.106  -0.812
6 C 0.335 3.120 -1.452  -0.796
7 S -0.625 1.586 -1.739  0.106
8 C -2.367 2.143 -1.851  -0.681
9 C -2.993 2.207 -0.456  0.191
10 S -3.128 3.891 0.034  -0.188
11 H -0.930 4.810 0.147  0.159
12 H -2.164 5.258 1.435  0.398
13 H -1.710 2.918 2.499  0.363
14 H -0.485 4.167 2.667  0.487
15 H 2.189 2.831 -0.236  0.414
16 H 1.192 4.270 0.130  0.429
17 H 1.100 3.082 -2.226  0.469
18 H -0.238 4.051 -1.595  0.462
19 H -2.871 1.353 -2.399  0.315
20 H -2.398 3.117 -2.388  0.485
21 H -2.443 1.619 0.269  -0.423
22 H -3.985 1.812 -0.394  0.452
23 O 0.806 -1.249 -1.251  -0.877
24 C 1.156 -2.332 -0.579  1.440
25 O 0.922 -2.339 0.668  -0.686
26 C 1.931 -3.452 -1.084  -0.011
27 C 3.005 -3.146 -1.872  -0.625
28 C 4.153 -3.935 -1.760  -0.487
29 C 4.186 -5.129 -1.114  -0.557
30 C 3.000 -5.569 -0.488  -0.425
31 C 1.903 -4.763 -0.405  0.134
32 S 0.541 -5.357 0.355  -0.526
33 H 3.055 -2.206 -2.449  0.328
34 H 5.037 -3.553 -2.164  0.390
35 H 5.052 -5.699 -0.928  0.419
36 H 2.877 -6.555 -0.068  0.368
37 Cl -0.299 -0.751 3.384  -0.251
38 C -1.896 -1.845 2.659  -0.444
39 C -2.805 -1.132 1.650  0.670
40 O -3.992 -0.958 1.917  -0.554
41 O -2.196 -0.828 0.458  -0.567
42 H -2.379 -1.925 3.661  0.347
43 H -1.265 -2.690 2.293  0.354

=====

Molecular formula: C15H18F2NO3P
Method: DFT, the ωB97M-V functional and the def2-TZVPD basis

Its frontier orbital gap is 9.346 eV. For the HOMO energy, the calculation gives -0.324 Eh. The SMILES is CN(C(=O)O)P(C)O.Fc1ccccc1.Fc1ccccc1.

Each line ends with the Mulliken charge.
Positions of all 40 atoms, in Å:
1 C -0.155 -1.918 3.836  -0.880
2 N -0.669 -0.677 4.440  0.076
3 C 0.299 0.080 5.166  0.467
4 O 0.195 0.330 6.330  -0.532
5 O 1.393 0.477 4.463  -0.447
6 P -1.770 0.341 3.572  0.168
7 C -3.346 -0.483 3.993  -0.965
8 O -1.670 -0.189 2.014  -0.443
9 H -0.427 -2.002 2.782  0.347
10 H 0.936 -1.962 3.908  0.368
11 H -0.554 -2.793 4.361  0.266
12 H 1.148 0.625 3.538  0.345
13 H -3.148 -1.503 4.332  0.286
14 H -4.043 -0.465 3.155  0.307
15 H -3.741 0.074 4.850  0.327
16 H -1.033 0.355 1.525  0.308
17 F 0.520 1.788 1.180  -0.370
18 C 1.456 1.499 0.234  0.633
19 C 2.206 0.352 0.379  -0.313
20 C 3.154 0.060 -0.593  -0.473
21 C 3.331 0.910 -1.675  -0.604
22 C 2.559 2.059 -1.791  -0.336
23 C 1.608 2.363 -0.829  -0.491
24 H 2.052 -0.295 1.234  0.403
25 H 3.753 -0.836 -0.502  0.366
26 H 4.066 0.675 -2.433  0.384
27 H 2.691 2.717 -2.638  0.339
28 H 0.987 3.246 -0.902  0.443
29 F 0.905 1.479 -4.163  -0.232
30 C -0.044 0.534 -4.336  0.386
31 C -0.176 -0.444 -3.371  -0.084
32 C -1.155 -1.413 -3.543  -0.414
33 C -1.974 -1.391 -4.664  -0.559
34 C -1.816 -0.395 -5.618  -0.335
35 C -0.845 0.583 -5.458  -0.569
36 H 0.478 -0.439 -2.508  0.309
37 H -1.277 -2.186 -2.796  0.370
38 H -2.734 -2.149 -4.793  0.371
39 H -2.452 -0.377 -6.493  0.354
40 H -0.707 1.371 -6.185  0.424

=====

Molecular formula: C15H18FN3O2S
Method: DFT, the ωB97M-V functional and the def2-TZVPD basis

For the energy relative to the best compared isomer or geometry (same formula, charge and spin), the calculation gives 0.0 kJ/mol. Its frontier orbital gap is 8.899 eV. For the HOMO energy, the calculation gives -0.310 Eh. The SMILES is CC/N=C(\NCC)S[C@H]1CC(=O)N(c2ccc(F)cc2)C1=O.

Each line ends with the Mulliken charge.
Positions of all 40 atoms, in Å:
1 C 0.488 1.181 2.152  -1.071
2 H 0.090 2.024 2.711  0.414
3 H -0.007 0.274 2.489  0.263
4 H 1.554 1.092 2.358  0.270
5 C 0.236 1.385 0.658  -0.858
6 N 0.735 0.274 -0.106  -0.079
7 C 1.956 0.129 -0.450  0.506
8 N 2.986 0.953 -0.203  -0.091
9 H 2.756 1.859 0.180  0.231
10 C 4.326 0.813 -0.726  -0.389
11 H 4.474 -0.237 -0.988  0.362
12 C 5.346 1.246 0.317  -1.287
13 H 5.206 2.293 0.580  0.331
14 H 5.247 0.645 1.218  0.311
15 H 6.351 1.122 -0.075  0.398
16 H 4.441 1.413 -1.637  0.279
17 S 2.295 -1.386 -1.287  -0.424
18 C 0.627 -2.052 -1.075  0.091
19 C 0.338 -2.596 0.309  -0.577
20 C -1.037 -2.051 0.660  0.228
21 O -1.661 -2.337 1.651  -0.635
22 N -1.429 -1.181 -0.328  0.225
23 C -2.702 -0.569 -0.388  0.288
24 C -3.808 -1.218 0.159  -0.259
25 C -5.058 -0.633 0.105  -0.754
26 C -5.200 0.596 -0.512  0.380
27 C -4.122 1.247 -1.080  -0.890
28 C -2.871 0.663 -1.015  -0.141
29 H -2.032 1.153 -1.479  0.498
30 H -4.264 2.200 -1.567  0.419
31 F -6.422 1.170 -0.566  -0.340
32 H -5.919 -1.124 0.531  0.432
33 H -3.692 -2.175 0.638  0.403
34 C -0.401 -0.931 -1.280  0.230
35 O -0.547 -0.298 -2.298  -0.668
36 H 0.330 -3.684 0.359  0.390
37 H 1.053 -2.233 1.049  0.280
38 H 0.501 -2.795 -1.865  0.467
39 H 0.676 2.336 0.323  0.535
40 H -0.840 1.431 0.480  0.234

=====

Molecular formula: C15H18InN6O2S
Method: DFT, the ωB97M-V functional and the def2-TZVPD basis

The total charge is +3. Its frontier orbital gap is 5.184 eV. For the HOMO energy, the calculation gives -0.623 Eh.

Each line ends with the Mulliken charge.
Positions of all 43 atoms, in Å:
1 In 0.643 2.325 0.173  1.219
2 C -2.364 1.142 -3.199  -1.668
3 C -1.213 1.526 -2.332  0.752
4 N -1.266 2.256 -1.285  -0.050
5 N -2.420 2.810 -0.834  -0.463
6 C -2.399 3.648 0.212  0.795
7 N -3.522 4.182 0.624  -0.338
8 S -0.951 4.059 1.066  -0.270
9 C 0.159 1.070 -2.671  0.659
10 C 0.444 0.459 -3.871  -0.567
11 C 1.742 0.015 -4.129  -0.491
12 C 2.735 0.237 -3.195  -0.808
13 C 2.401 0.903 -2.027  0.046
14 N 1.143 1.289 -1.766  -0.262
15 H -3.326 1.239 -2.702  0.487
16 H -2.272 0.105 -3.518  0.432
17 H -2.384 1.764 -4.100  0.441
18 H -3.286 2.658 -1.337  0.177
19 H -4.422 3.985 0.203  0.232
20 H -3.530 4.821 1.409  0.234
21 H -0.321 0.331 -4.624  0.471
22 H 1.964 -0.502 -5.054  0.480
23 H 3.752 -0.092 -3.357  0.455
24 H 3.156 1.128 -1.285  0.478
25 O 1.304 -5.518 1.318  -0.520
26 C 0.299 -5.170 2.234  -0.470
27 N 0.578 -3.823 2.691  -0.193
28 C 0.213 -2.760 1.958  0.472
29 O -0.488 -2.782 0.966  -0.641
30 C 0.710 -1.402 2.436  -0.315
31 C 1.163 -1.059 3.703  -0.146
32 C 1.546 0.256 3.963  -0.892
33 C 1.457 1.196 2.964  -0.182
34 N 1.002 0.851 1.736  -0.206
35 C 0.637 -0.414 1.477  0.263
36 H 1.065 -6.313 0.831  0.331
37 H 0.311 -5.817 3.113  0.365
38 H -0.699 -5.194 1.796  0.357
39 H 1.334 -3.729 3.351  0.257
40 H 1.200 -1.788 4.503  0.516
41 H 1.898 0.551 4.942  0.452
42 H 1.746 2.225 3.129  0.444
43 H 0.262 -0.668 0.491  0.666

=====

Molecular formula: C15H18N2O2
Method: DFT, the ωB97M-V functional and the def2-TZVPD basis

For the energy relative to the best compared isomer or geometry (same formula, charge and spin), the calculation gives 0.3 kJ/mol. Its frontier orbital gap is 8.579 eV. For the HOMO energy, the calculation gives -0.295 Eh. The SMILES is CC(=O)NCCc1cc2ccc(C)c(C)c2[nH]c1=O.

Each line ends with the Mulliken charge.
Positions of all 37 atoms, in Å:
1 C -2.524 -2.326 -0.820  -1.342
2 C -2.590 -0.992 -0.102  0.798
3 O -2.076 -0.791 0.977  -0.612
4 N -3.305 -0.054 -0.772  -0.126
5 H -3.602 -0.261 -1.713  0.241
6 C -3.337 1.332 -0.366  -0.838
7 H -4.315 1.753 -0.609  0.362
8 H -3.186 1.357 0.714  0.430
9 C -2.219 2.148 -1.043  -1.133
10 C -0.909 1.535 -0.660  0.541
11 C -0.254 0.643 -1.432  -0.533
12 C 0.897 -0.061 -0.966  1.067
13 C 1.575 -1.006 -1.741  -1.244
14 C 2.643 -1.688 -1.216  -0.921
15 C 3.075 -1.468 0.097  1.453
16 C 2.419 -0.536 0.891  1.066
17 C 1.330 0.172 0.351  -0.477
18 N 0.669 1.118 1.085  -0.052
19 C -0.433 1.835 0.688  0.368
20 O -0.928 2.663 1.433  -0.737
21 H 0.956 1.278 2.042  0.187
22 C 2.825 -0.260 2.312  -2.000
23 H 1.990 -0.452 2.986  0.406
24 H 3.131 0.781 2.427  0.410
25 H 3.654 -0.887 2.618  0.421
26 C 4.246 -2.256 0.610  -1.818
27 H 5.054 -1.594 0.917  0.384
28 H 3.958 -2.865 1.465  0.377
29 H 4.624 -2.917 -0.166  0.372
30 H 3.163 -2.416 -1.822  0.320
31 H 1.249 -1.191 -2.754  0.448
32 H -0.608 0.422 -2.432  0.421
33 H -2.269 3.171 -0.668  0.372
34 H -2.351 2.145 -2.127  0.355
35 H -2.101 -3.070 -0.152  0.340
36 H -3.514 -2.641 -1.139  0.399
37 H -1.881 -2.235 -1.694  0.294

=====

> Which value of HOMO energy does entry 1 give?

-0.326 Eh

=====

> Among the records above, which one has the lowest HOMO energy?

C15H18InN6O2S

=====

> The highest HOMO energy belongs to which entry?

C15H18ClO4S4Y

=====

> Among the records above, which one has the lowest frontier orbital gap?

C15H18ClO4S4Y